# 1
The following is a DFT calculation (the ωB97M-V functional and the def2-TZVPD basis) of a 3-piece molecular cluster, C25H52FN4O5 overall in a non-equilibrium geometry.

Element x y z (Å)
C: 2.346 -3.774 3.114
C: 2.071 -4.800 1.927
C: 2.123 -4.132 0.448
C: 2.279 -2.543 0.444
C: 0.958 -4.661 -0.509
N: 1.295 -5.447 -1.589
N: 0.557 -6.008 -2.534
C: -0.775 -5.724 -2.290
C: -1.731 -6.366 -3.419
C: -1.441 -4.950 -1.188
C: -2.973 -4.679 -0.910
C: -3.490 -5.278 0.508
F: -3.892 -5.126 -1.887
C: -0.471 -4.315 -0.170
C: -0.869 -3.457 1.087
C: -1.575 -2.042 0.704
O: -1.192 -0.983 1.598
H: 1.624 -2.898 3.093
H: 3.390 -3.353 2.968
H: 2.209 -4.284 4.127
H: 2.746 -5.725 1.954
H: 0.999 -5.194 2.044
H: 3.104 -4.533 -0.003
H: 3.181 -2.191 1.055
H: 1.336 -1.968 0.690
H: 2.542 -2.253 -0.637
H: 2.308 -5.645 -1.702
H: -2.395 -7.181 -2.989
H: -2.414 -5.499 -3.735
H: -1.162 -6.665 -4.348
H: -3.091 -3.539 -0.852
H: -2.579 -5.757 0.996
H: -4.371 -5.973 0.391
H: -3.736 -4.368 1.162
H: 0.016 -3.155 1.747
H: -1.573 -4.010 1.803
H: -1.431 -1.796 -0.398
H: -2.702 -2.239 0.826
H: -2.019 -0.795 2.097
C: -2.738 5.693 3.467
O: -3.513 5.628 2.281
C: -2.790 6.025 1.115
C: -2.590 4.831 0.185
N: -1.644 3.872 0.756
C: -1.593 2.600 0.034
C: -2.858 1.730 0.050
O: -3.183 1.207 1.334
C: -3.971 2.071 2.144
H: -3.395 5.488 4.313
H: -1.943 4.942 3.457
H: -2.306 6.690 3.597
H: -1.836 6.502 1.364
H: -3.406 6.768 0.600
H: -2.208 5.184 -0.778
H: -3.570 4.370 0.019
H: -1.907 3.682 1.716
H: -0.782 2.018 0.485
H: -1.302 2.791 -1.004
H: -2.655 0.856 -0.580
H: -3.722 2.229 -0.401
H: -4.642 2.700 1.554
H: -3.329 2.688 2.776
H: -4.577 1.451 2.806
C: 1.993 5.450 -0.863
O: 1.791 4.551 -1.942
C: 2.821 4.619 -2.931
C: 3.621 3.318 -2.949
N: 4.437 3.185 -1.743
C: 5.035 1.859 -1.585
C: 4.074 0.683 -1.363
O: 3.382 0.735 -0.121
C: 2.182 1.498 -0.146
H: 1.110 5.415 -0.223
H: 2.863 5.159 -0.268
H: 2.117 6.475 -1.226
H: 3.472 5.487 -2.790
H: 2.322 4.734 -3.898
H: 4.272 3.308 -3.828
H: 2.907 2.491 -3.039
H: 3.859 3.372 -0.931
H: 5.700 1.917 -0.718
H: 5.668 1.647 -2.453
H: 4.682 -0.227 -1.322
H: 3.378 0.541 -2.197
H: 1.689 1.468 -1.122
H: 2.382 2.530 0.148
H: 1.500 1.076 0.596

Force components x, y, z for each atom (eV/Å):
C 0.1360 -0.2462 -0.4071
C -1.4977 -0.2063 -0.0867
C 1.1883 -0.5801 -0.2705
C 0.3450 0.1315 -1.5529
C -1.1552 0.8086 1.2978
N 1.2480 1.1841 1.7507
N -3.6118 1.9474 2.4927
C -1.5696 -1.3254 -1.8034
C -0.1457 1.7168 0.5393
C 3.4401 0.9221 1.7514
C -0.8377 0.2750 0.6945
C 1.5068 1.0650 0.0133
F 1.4353 0.3607 0.5671
C -0.0183 -2.4605 -2.9791
C 0.1921 0.7347 0.3815
C -1.3230 -1.0614 -0.0961
O -1.0124 -1.3335 -0.5210
H 0.8476 -1.0695 -0.0891
H -1.2492 -0.5383 0.6312
H 0.4687 0.6386 -1.4751
H -0.8291 1.4901 0.0476
H 1.5105 0.3540 0.0470
H -1.3766 0.6363 0.4255
H -1.5553 -0.6299 -0.6885
H 1.2412 -0.6999 0.0135
H -0.4106 -0.2919 1.5068
H -0.8381 0.2797 0.1660
H 1.0014 0.9420 -0.6010
H 0.7971 -1.4242 0.3940
H -0.4439 0.0626 1.4250
H 0.2718 -1.6264 -0.3701
H -1.5270 0.1287 -0.4810
H 1.1700 0.8525 -0.0010
H -0.0347 -1.5120 -0.8889
H -1.0732 -0.7109 -1.3006
H 1.0592 0.5374 -1.3212
H 0.2539 -0.0164 1.4134
H 1.4888 0.4692 -0.3053
H 0.9915 0.4160 -0.4500
C -0.2604 -0.0150 -0.0367
O 0.4256 0.0641 0.0957
C -0.4389 -0.1982 -0.3782
C 0.1634 0.0971 0.4707
N -0.1415 -0.0474 -0.2635
C 0.0172 0.0249 0.3575
C 0.4570 -0.2553 -0.1953
O -0.2605 0.1747 -0.1396
C 0.0503 -0.2483 0.2219
H -0.0265 0.0085 -0.1182
H 0.1680 0.0771 0.0717
H 0.0722 -0.0672 0.0242
H -0.0078 -0.1653 0.0929
H 0.0487 -0.0055 -0.0149
H 0.0194 -0.0534 0.0184
H -0.1277 0.1724 -0.1159
H 0.0449 0.0772 -0.0553
H -0.0924 -0.0933 -0.0734
H -0.0867 0.0456 0.0153
H 0.0122 0.0082 0.0396
H -0.0364 0.1036 0.1802
H 0.1319 0.0270 0.0001
H -0.1317 0.1949 -0.0253
H 0.0197 -0.0271 -0.0816
C -0.2341 -0.1021 -0.0258
O 0.2873 0.2423 0.0822
C -0.1916 -0.4936 -0.2669
C -0.0332 0.3667 0.4015
N -0.0704 -0.2357 -0.2544
C -0.1371 0.2130 0.2533
C 0.5013 -0.1571 0.1355
O -0.2190 -0.0568 -0.4138
C 0.0937 -0.1177 0.3779
H 0.0052 -0.1003 -0.0879
H 0.0999 0.1612 0.0429
H 0.0864 -0.0155 0.0558
H -0.0128 -0.1038 0.1693
H 0.0489 0.0094 -0.0041
H 0.0111 -0.0213 0.0461
H -0.1146 0.0259 -0.2247
H 0.0658 0.0626 -0.0795
H -0.0283 -0.1316 -0.0443
H -0.1001 0.0020 -0.0246
H 0.0040 0.0354 0.0389
H -0.1349 0.1695 0.0391
H 0.1023 0.0895 -0.0166
H -0.1951 0.0953 -0.1516
H 0.0605 -0.0569 -0.0087

Gap between HOMO and LUMO   5.8 eV
2S+1   1
Total charge   +1
HOMO   -0.38004 hartree

# 2
The following is a DFT calculation (the ωB97M-V functional and the def2-TZVPD basis) of C3H8O3S as an isolated structure in a non-equilibrium geometry.

Element x y z (Å)
C: -0.531 0.523 -1.312
C: 1.064 -0.234 1.033
C: 0.313 1.168 -0.085
O: 1.344 -2.055 -0.937
O: 3.292 -0.745 -0.068
O: -0.532 1.850 0.651
S: 2.056 -1.411 0.149
H: 0.212 0.013 -1.995
H: -1.039 1.369 -1.848
H: -1.297 -0.160 -1.101
H: 1.789 0.526 1.616
H: 0.279 -0.816 1.499
H: 1.235 1.513 -0.449
H: -0.139 2.514 1.220
H: 2.220 -2.407 1.113

Force components x, y, z for each atom (eV/Å):
C 2.9107 1.9230 -0.4832
C 0.5490 3.2943 -1.4212
C -0.9026 -6.3469 -1.4737
O 0.3177 0.4397 0.7089
O 1.3872 0.1516 -0.5083
O -1.1770 1.6525 1.3333
S -1.3674 -0.2198 0.5078
H -0.9498 0.6281 0.6550
H 0.7025 -0.5480 0.3875
H -0.8544 -1.0501 1.0160
H -1.7810 -2.4672 -0.6994
H -0.2265 0.5205 0.5840
H 1.0191 1.3955 -0.2274
H 0.3205 0.0843 0.1414
H 0.0521 0.5425 -0.5207

Gap between HOMO and LUMO   10.3 eV
2S+1   1
Energy above the lowest of the compared OMol25 structures with the same formula, charge and spin   3.603 eV
Total charge   0
HOMO   -0.36238 hartree

# 3
The following is a DFT calculation (the ωB97M-V functional and the def2-TZVPD basis) of a 2-piece molecular cluster, C4H5N overall in a non-equilibrium geometry.

Element x y z (Å)
C: 0.984 0.717 -1.078
C: -0.040 0.693 -0.477
C: 2.222 -1.311 0.962
C: -1.336 0.759 0.126
N: 1.161 -1.785 0.799
H: 1.962 0.486 -1.451
H: -1.862 -0.320 0.303
H: -1.394 1.450 0.993
H: -1.956 1.182 -0.772
H: 0.260 -1.870 0.594

Force components x, y, z for each atom (eV/Å):
C 1.4736 -0.5481 -0.4743
C -0.2715 0.0670 0.3976
C -0.8530 -0.6861 -0.0271
C -2.9948 -0.9849 -1.4417
N 5.1395 0.9596 1.1861
H -0.2671 0.3906 -0.0826
H 1.4657 2.5607 -0.0273
H -0.0950 -0.7162 -0.5001
H 0.5209 -0.4669 1.9222
H -4.1182 -0.5757 -0.9528

Gap between HOMO and LUMO   10.8 eV
2S+1   1
Energy above the lowest of the compared OMol25 structures with the same formula, charge and spin   3.808 eV
Total charge   0
HOMO   -0.36587 hartree

# 4
The following is a DFT calculation (the ωB97M-V functional and the def2-TZVPD basis) of a 9-piece molecular cluster, C22H28BF7NO23 overall in a non-equilibrium geometry.

Element x y z (Å)
B: -0.589 0.316 0.310
H: -1.140 1.325 0.125
H: 0.026 0.404 1.295
H: -1.316 -0.582 0.423
H: 0.155 0.090 -0.558
C: -1.198 -3.122 -0.278
C: -0.976 -4.201 -1.323
O: -1.024 -5.427 -0.628
C: -1.848 -5.189 0.424
O: -2.358 -6.059 1.045
O: -1.975 -3.875 0.706
F: 0.242 -3.945 -1.914
H: -1.666 -2.289 -0.789
H: -0.311 -2.845 0.282
H: -1.678 -4.268 -2.159
C: -0.670 -3.199 3.769
C: 0.207 -1.950 3.761
O: 1.487 -2.518 3.519
C: 1.335 -3.681 2.840
O: 2.220 -4.316 2.375
O: 0.042 -4.072 2.918
F: 0.253 -1.407 5.011
H: -1.690 -3.001 3.447
H: -0.743 -3.647 4.762
H: -0.126 -1.145 3.108
C: -3.385 -0.160 -1.705
C: -2.149 0.066 -2.566
O: -2.190 1.450 -2.834
C: -3.453 1.898 -2.662
O: -3.841 2.980 -2.956
O: -4.210 0.953 -2.089
F: -2.213 -0.576 -3.778
H: -3.170 -0.086 -0.644
H: -3.956 -1.050 -1.959
H: -1.225 -0.229 -2.074
C: 1.722 -0.034 -3.467
C: 1.749 -1.257 -4.369
O: 2.790 -0.945 -5.300
C: 3.701 -0.246 -4.580
O: 4.850 -0.126 -4.846
O: 3.099 0.343 -3.529
F: 0.567 -1.550 -4.945
H: 1.544 -0.259 -2.417
H: 1.032 0.722 -3.848
H: 2.043 -2.126 -3.768
C: 2.916 -1.239 0.204
C: 4.254 -0.793 -0.256
O: 4.814 -2.010 -0.744
C: 3.761 -2.717 -1.242
O: 3.827 -3.685 -1.917
O: 2.576 -2.179 -0.825
F: 5.041 -0.343 0.749
H: 2.173 -0.445 0.283
H: 2.942 -1.748 1.171
H: 4.241 -0.071 -1.076
C: 0.421 1.942 3.531
C: 1.065 2.904 2.554
O: 2.430 2.885 2.908
C: 2.687 1.756 3.599
O: 3.761 1.349 3.897
O: 1.539 1.128 3.900
F: 0.432 4.101 2.565
H: -0.392 1.336 3.149
H: 0.139 2.385 4.493
H: 0.856 2.426 1.589
C: -0.466 4.623 -1.039
C: -1.175 5.991 -0.931
O: -1.272 6.419 -2.273
C: -0.477 5.664 -3.047
O: -0.320 5.863 -4.207
O: 0.211 4.814 -2.290
F: -0.424 6.900 -0.247
H: -1.223 3.842 -1.138
H: 0.275 4.361 -0.293
H: -2.158 5.896 -0.471
C: -3.333 1.147 2.103
N: -3.136 0.955 3.564
O: -2.351 0.079 3.905
O: -3.599 1.744 4.358
H: -4.356 1.480 1.960
H: -3.164 0.279 1.475
H: -2.480 1.794 1.904

Force components x, y, z for each atom (eV/Å):
B 0.3190 0.0082 0.1795
H -0.8011 1.2258 -0.3475
H 0.7882 0.0452 1.2016
H -1.0704 -0.8986 0.1900
H 0.8960 -0.2413 -1.1419
C -0.2752 -1.5590 0.2370
C 1.3704 0.4523 -0.7948
O 0.0017 0.9047 -0.3223
C 0.1988 -0.5100 0.8673
O -0.2739 -0.1030 0.2564
O -0.4906 0.5827 -1.0180
F -0.1921 -0.7112 0.2949
H -0.4698 0.2038 0.8300
H 0.3559 0.2850 -0.6760
H -0.1930 0.2851 0.2411
C -0.4611 0.5639 0.3108
C -0.2426 -0.5253 1.4760
O -0.0557 0.9464 -0.9571
C -0.1462 -0.3540 1.1851
O -0.0408 0.1522 -0.4370
O -0.0376 -0.5337 -0.8837
F 0.0068 0.0206 0.1276
H 0.1621 -0.1746 -0.5187
H 0.2858 0.1895 0.1054
H 0.5177 -0.1668 -0.5366
C -0.5658 0.3594 -0.7904
C 0.2105 0.0089 0.2519
O 0.3948 -0.4193 0.1033
C -0.2754 0.0854 0.1378
O 0.1191 0.2828 -0.0758
O -0.2370 -0.0669 0.2687
F -0.2734 -0.2168 0.0553
H 0.2370 -0.1219 -0.0257
H 0.3053 -0.1828 0.0499
H 0.0808 0.3545 -0.0420
C 0.0814 -0.3346 -0.0278
C 0.0883 -0.4418 1.2099
O -0.6234 -0.6157 0.1997
C 0.2103 0.5843 -0.4007
O -0.0786 -0.0700 -0.0651
O 0.1644 0.4332 0.2550
F 0.2218 0.4044 -0.5509
H -0.4597 -0.0962 -0.1379
H 0.2705 0.2172 0.0103
H 0.0848 -0.1799 -0.3525
C -1.1088 0.3139 0.5409
C 0.9524 0.0044 0.2940
O -0.5151 -0.0561 -0.5465
C -0.2802 -0.2811 0.4437
O 0.2605 -0.1356 -0.3964
O 0.4427 0.1564 0.0351
F -0.0889 0.0544 -0.1123
H -0.0751 -0.0840 -0.3554
H 0.3470 -0.0432 -0.0385
H 0.0342 0.1511 0.1351
C 0.5494 0.2035 1.8129
C -1.6378 -1.9985 -0.3743
O -0.2795 1.2892 -0.6655
C -0.0472 -0.8573 0.4863
O 0.0454 0.3770 -0.1504
O 0.0063 -0.6831 -0.2694
F 0.7978 0.6212 0.2747
H 0.2027 -0.0346 -0.2684
H -0.4179 0.5009 -0.4120
H 0.7789 0.5721 -0.4431
C -0.2615 0.8882 -0.8065
C 0.2107 -0.7815 0.1010
O -1.1142 0.0302 1.1706
C 0.9870 0.8154 -0.6142
O -0.1054 -0.3226 -0.0888
O 0.2687 -1.4143 -0.0063
F -0.0269 0.1003 0.1220
H 0.1547 -0.1379 -0.0141
H -0.1243 0.3042 0.2086
H -0.0123 0.4187 -0.1033
C -0.1818 0.0905 0.1560
N 1.0820 -1.0225 0.8264
O -0.3009 -0.1485 -0.3411
O -0.5904 0.2069 -0.6105
H 0.2951 0.7521 -0.0893
H 0.2287 -0.4900 0.7543
H -0.5837 0.5679 -0.5972

Gap between HOMO and LUMO   10.0 eV
2S+1   1
Total charge   -1
HOMO   -0.30914 hartree

# 5
The following is a DFT calculation (the ωB97M-V functional and the def2-TZVPD basis) of C22H16Co2NO6 as an isolated structure in a non-equilibrium geometry.

Element x y z (Å)
C: -6.119 0.320 -3.320
C: -4.612 0.297 -3.373
C: -3.891 1.508 -3.380
C: -2.497 1.506 -3.392
C: -1.801 0.266 -3.400
N: -0.418 0.246 -3.388
C: -2.524 -0.956 -3.455
C: -3.916 -0.933 -3.427
H: -6.516 -0.702 -3.302
H: -6.476 0.852 -2.426
H: -6.535 0.842 -4.193
H: -4.446 2.457 -3.369
H: -1.932 2.448 -3.385
H: 0.014 -0.668 -3.334
H: 0.045 0.987 -2.865
H: -1.977 -1.909 -3.478
H: -4.490 -1.866 -3.442
O: -0.921 -0.492 3.233
C: -0.316 -0.781 2.290
Co: 0.752 -1.118 0.920
C: 0.290 -2.668 0.226
O: 0.033 -3.704 -0.206
C: 0.529 0.198 -0.190
O: 0.439 1.126 -0.912
C: 2.441 -0.275 1.584
C: 2.103 0.836 2.514
C: 1.516 1.989 1.968
C: 0.863 2.920 2.789
C: 0.849 2.752 4.184
C: 1.407 1.583 4.737
C: 2.081 0.649 3.922
C: 2.612 -1.629 2.020
C: 2.505 -2.438 3.101
Co: 3.687 -1.180 0.480
C: 3.735 0.106 -0.730
O: 3.636 1.023 -1.433
C: 3.497 -2.687 -0.593
O: 3.272 -3.632 -1.216
C: 5.374 -1.281 1.168
O: 6.388 -1.295 1.733
H: 1.535 2.141 0.879
H: 0.383 3.797 2.325
H: 0.375 3.517 4.830
H: 1.343 1.417 5.828
H: 2.549 -0.230 4.401
H: 3.173 -3.301 3.132
H: 1.961 -2.039 3.944

Force components x, y, z for each atom (eV/Å):
C -0.0645 0.0666 -0.0175
C 0.3407 -0.1926 -0.1034
C 0.1170 -0.5974 0.0619
C -0.0410 -0.6103 0.0592
C -0.3374 -0.1347 -0.0244
N 0.0638 0.2099 -0.4710
C 0.0516 0.6487 0.1089
C -0.1075 0.8431 -0.0388
H -0.0086 0.2564 0.0026
H 0.0306 -0.1775 -0.1717
H 0.0056 -0.1536 0.1523
H 0.2921 -0.4013 0.0243
H -0.2242 -0.4858 0.0051
H -0.0573 0.3956 0.2635
H -0.2162 -0.6514 -0.2932
H -0.2345 0.4686 0.0412
H 0.2680 0.3437 0.0221
O 0.2726 -0.1914 -1.2868
C -0.4850 0.0177 2.2908
Co 0.3128 0.0139 -0.4559
C -0.8896 -1.2363 -0.9588
O 0.2579 0.6751 0.3518
C 0.5050 1.5272 -2.5644
O -0.0664 -1.7045 2.0356
C -1.1805 -0.9442 1.7055
C 0.1048 -0.0085 0.2850
C -0.1233 0.6970 0.5330
C 0.5392 0.0279 -0.0694
C -0.2670 -0.3588 0.0171
C 0.4594 0.3675 -0.2105
C -0.3314 0.6339 0.0551
C 1.3321 0.9552 -0.1542
C 0.6848 0.9279 -1.4107
Co 0.3788 -1.2189 -0.7474
C -0.4094 1.7155 -0.9316
O 0.3046 -1.3850 0.9037
C -0.7749 -0.5321 -0.0588
O 0.5475 1.2407 0.7568
C 1.0748 0.1720 1.3348
O -1.5538 -0.0495 -1.0947
H -0.0157 -0.0952 0.7347
H 0.2999 -0.4502 0.3240
H 0.2571 -0.6691 -0.4501
H 0.1230 0.0972 -0.6882
H -0.3448 0.6577 -0.5359
H -0.6821 -0.1195 0.3287
H -0.2087 -0.5914 0.3398

Gap between HOMO and LUMO   6.1 eV
2S+1   1
Energy above the lowest of the compared OMol25 structures with the same formula, charge and spin   0.108 eV
Total charge   -1
HOMO   -0.13619 hartree

What did the third record say?
The following is a DFT calculation (the ωB97M-V functional and the def2-TZVPD basis) of a 2-piece molecular cluster, C4H5N overall in a non-equilibrium geometry.

Element x y z (Å)
C: 0.984 0.717 -1.078
C: -0.040 0.693 -0.477
C: 2.222 -1.311 0.962
C: -1.336 0.759 0.126
N: 1.161 -1.785 0.799
H: 1.962 0.486 -1.451
H: -1.862 -0.320 0.303
H: -1.394 1.450 0.993
H: -1.956 1.182 -0.772
H: 0.260 -1.870 0.594

Force components x, y, z for each atom (eV/Å):
C 1.4736 -0.5481 -0.4743
C -0.2715 0.0670 0.3976
C -0.8530 -0.6861 -0.0271
C -2.9948 -0.9849 -1.4417
N 5.1395 0.9596 1.1861
H -0.2671 0.3906 -0.0826
H 1.4657 2.5607 -0.0273
H -0.0950 -0.7162 -0.5001
H 0.5209 -0.4669 1.9222
H -4.1182 -0.5757 -0.9528

Gap between HOMO and LUMO   10.8 eV
2S+1   1
Energy above the lowest of the compared OMol25 structures with the same formula, charge and spin   3.808 eV
Total charge   0
HOMO   -0.36587 hartree